This record from OMol25 describes 3 unconnected molecules or ions with the total composition C5H10OS. The level of theory is wB97M-V/def2-TZVPD.

Properties
- Energy above the lowest of the compared OMol25 structures with the same formula, charge and spin: 748.3 kJ/mol
- HOMO energy: -7.28 eV
- Charge: 0
- Spin multiplicity: 1

Element x y z (Å)
O (2.72088, -0.74655, -0.30109)
C (2.06023, -0.25983, -1.18904)
C (-0.00787, -0.95241, 0.93040)
C (0.17769, 0.43777, 1.46469)
C (0.50054, 0.68027, 2.74189)
S (-2.37257, -0.29656, -1.10164)
C (-1.50662, 0.66679, -2.37664)
H (1.53471, -1.03306, -1.80101)
H (-1.08907, -1.18005, 0.82838)
H (0.51116, -1.72012, 1.57814)
H (0.43771, -0.82934, -0.08409)
H (-0.30880, 1.18177, 0.76419)
H (1.04048, -0.17237, 3.24701)
H (0.55058, 1.67138, 3.24084)
H (-0.74545, 1.32478, -1.98049)
H (-1.13373, 0.00184, -3.17915)
H (-2.36988, 1.22568, -2.78236)

natural (NBO) population analysis, charges in e, atoms 1 to 4: -0.3892, 0.3689, -0.6271, -0.1845